Formula: C5H10O
Source: the Open Molecules 2025 dataset
Level of theory: wB97M-V/def2-TZVPD

Properties
SMILES = CC(C)[C@H]1CO1
F_max = 0.3 eV Å⁻¹
Highest occupied orbital energy = -10.18 eV

Each atom is followed by the atoms it is bonded to, with distances in Å.
Element x y z (Å)
1 C -1.1432 -0.9398 0.1433  C2 1.542, H7 1.095, H8 1.092, H9 1.093
2 C 0.0034 -0.0059 0.5802  C1 1.542, C3 1.530, C4 1.512, H10 1.098
3 C 1.1264 -0.6768 1.3731  C2 1.530, H11 1.095, H12 1.096, H13 1.097
4 C 0.5243 0.5596 -0.7218  C2 1.512, C5 1.453, O6 1.416, H14 1.093
5 C -0.3734 1.4030 -1.4933  C4 1.453, O6 1.429, H15 1.089, H16 1.092
6 O 0.7978 1.9400 -0.8761  C4 1.416, C5 1.429
7 H -1.5033 -0.6034 -0.8347  C1 1.095
8 H -2.0052 -0.9304 0.8140  C1 1.092
9 H -0.7999 -1.9693 0.0098  C1 1.093
10 H -0.4011 0.8283 1.1685  C2 1.098
11 H 0.8014 -1.0390 2.3540  C3 1.095
12 H 1.9495 0.0295 1.5320  C3 1.096
13 H 1.5278 -1.5317 0.8145  C3 1.097
14 H 1.2155 -0.0976 -1.2564  C4 1.093
15 H -0.4046 1.3324 -2.5792  C5 1.089
16 H -1.3155 1.7011 -1.0279  C5 1.092